Record 1
The following is a quantum chemistry calculation of 7 unconnected molecules or ions with the total composition C41H33BrN2O27, from the OMol25 dataset.

Last column: Mulliken charge in e.
Atoms and positions in Å:
1 C 4.269 -1.768 4.478  -0.4250
2 N 3.586 -1.210 5.672  -0.2666
3 C 3.770 0.235 5.863  -0.7943
4 N 3.169 1.144 4.847  0.2683
5 C 1.928 0.639 4.220  -0.3220
6 C 0.942 1.799 3.694  -0.1055
7 O 0.681 2.765 4.429  -0.4964
8 C 4.121 1.673 3.902  0.7177
9 O 5.237 1.192 3.628  -0.5186
10 O 3.771 2.916 3.249  -0.4511
11 Br 5.046 3.227 1.937  0.0792
12 H 3.530 -1.738 3.605  0.0543
13 H 4.471 -2.880 4.698  0.2909
14 H 5.276 -1.310 4.243  0.1745
15 H 2.624 -1.530 5.785  0.2850
16 H 3.286 0.502 6.873  0.2647
17 H 4.884 0.451 6.002  0.4262
18 H 2.148 -0.014 3.302  0.1708
19 H 1.321 0.058 4.997  0.3287
20 H 0.519 1.702 2.628  0.2947
21 C -1.821 -3.298 1.219  -1.1013
22 C -0.880 -2.989 2.112  0.3214
23 C 0.345 -2.235 1.720  0.9527
24 O 1.177 -1.952 2.566  -0.5036
25 C 0.500 -1.862 0.310  0.4342
26 C -0.440 -2.176 -0.582  -0.6395
27 C -1.676 -2.906 -0.184  0.8861
28 O -2.521 -3.158 -1.024  -0.6705
29 O -0.311 -1.840 -1.894  -0.6926
30 O -0.999 -3.348 3.418  -0.6360
31 H -2.715 -3.843 1.489  0.4670
32 H 1.402 -1.330 0.035  0.6732
33 H -1.122 -2.177 -2.331  0.2973
34 H -0.195 -3.009 3.854  0.2942
35 C -3.781 0.154 -5.213  -0.9784
36 C -4.172 1.384 -5.553  0.2507
37 C -3.878 2.561 -4.686  1.0523
38 O -4.235 3.671 -5.039  -0.5995
39 C -3.166 2.327 -3.427  -0.8214
40 C -2.778 1.096 -3.086  0.2895
41 C -3.049 -0.077 -3.966  0.8770
42 O -2.664 -1.185 -3.631  -0.5576
43 O -2.119 0.863 -1.921  -0.5768
44 O -4.854 1.616 -6.704  -0.5927
45 H -3.987 -0.707 -5.834  0.4554
46 H -2.974 3.186 -2.799  0.5163
47 H -1.947 -0.098 -1.907  0.2910
48 H -5.018 2.578 -6.720  0.3439
49 C -5.688 -1.668 -0.707  -0.5401
50 C -6.684 -1.311 -1.521  0.1085
51 C -8.096 -1.258 -1.044  0.8325
52 O -8.976 -0.909 -1.811  -0.6198
53 C -8.368 -1.637 0.346  -0.9340
54 C -7.372 -1.997 1.159  0.2386
55 C -5.957 -2.024 0.689  1.0169
56 O -5.071 -2.340 1.463  -0.6056
57 O -7.606 -2.353 2.448  -0.5822
58 O -6.453 -0.980 -2.818  -0.4829
59 H -4.659 -1.709 -1.040  0.4649
60 H -9.398 -1.611 0.675  0.4264
61 H -6.729 -2.567 2.822  0.3514
62 H -7.329 -0.761 -3.190  0.3320
63 C 3.917 -4.872 -2.208  -0.8123
64 C 2.798 -4.420 -1.636  0.4348
65 C 2.064 -5.231 -0.618  0.7099
66 O 1.055 -4.782 -0.100  -0.3089
67 C 2.594 -6.555 -0.282  -1.1285
68 C 3.711 -7.006 -0.857  0.3518
69 C 4.459 -6.187 -1.853  0.9926
70 O 5.484 -6.625 -2.342  -0.6035
71 O 4.213 -8.231 -0.558  -0.5696
72 O 2.286 -3.203 -1.961  -0.6049
73 H 4.460 -4.296 -2.945  0.4652
74 H 2.044 -7.139 0.443  0.4462
75 H 5.020 -8.320 -1.101  0.3467
76 H 1.480 -3.100 -1.417  0.2622
77 C -7.364 8.659 -2.779  -0.9764
78 C -7.178 7.759 -1.810  0.3939
79 C -6.352 6.538 -2.032  0.9882
80 O -6.189 5.748 -1.118  -0.6234
81 C -5.766 6.335 -3.360  -0.7484
82 C -5.955 7.233 -4.330  0.1842
83 C -6.759 8.468 -4.100  0.8458
84 O -6.894 9.274 -5.004  -0.6166
85 O -5.423 7.060 -5.567  -0.5397
86 O -7.734 7.919 -0.581  -0.5625
87 H -7.960 9.550 -2.630  0.4090
88 H -5.184 5.437 -3.513  0.5260
89 H -5.701 7.842 -6.080  0.3468
90 H -7.450 7.140 -0.065  0.3528
91 C 11.180 0.702 1.193  -0.9690
92 C 10.143 1.034 0.421  0.4257
93 C 8.746 1.012 0.942  0.9132
94 O 7.827 1.340 0.213  -0.6137
95 C 8.536 0.587 2.329  -0.7981
96 C 9.572 0.252 3.101  0.2224
97 C 10.971 0.300 2.587  0.8344
98 O 11.894 0.004 3.327  -0.6158
99 O 9.395 -0.146 4.387  -0.5437
100 O 10.317 1.406 -0.874  -0.5675
101 H 12.198 0.715 0.828  0.4073
102 H 7.516 0.560 2.690  0.6323
103 H 10.292 -0.330 4.727  0.3484
104 H 9.421 1.596 -1.212  0.3490

Computed properties:
structure (SMILES): O=C1C=C(O)C(=O)C=C1O.O=C1C=C(O)C(=O)C=C1O.O=C1C=C(O)C(=O)C=C1O.O=C1C=C(O)C(=O)C=C1O.O=C1C=C(O)C(=O)C=C1O.O=C1C=C(O)C(=O)C=C1O.CNCN(CC=O)C(=O)OBr
total energy: -6297.0274 Eh
orbital gap: 7.0 eV
LUMO level: -2.0186 eV

Record 2
The following is a quantum chemistry calculation of a molecular structure, C44H53CoFN4Si, from the OMol25 dataset.

Last column: Mulliken spin population.
Atoms and positions in Å:
1 Co -0.130 0.107 0.737  3.0075
2 C 1.850 -3.447 -2.436  0.0007
3 C 1.577 -2.760 -1.107  0.0086
4 C 2.809 -2.921 -0.203  0.0056
5 C 0.395 -3.465 -0.446  0.0133
6 C 0.513 -4.788 -0.119  -0.0211
7 C -0.410 -5.456 0.697  0.0134
8 C -1.552 -4.827 1.144  -0.0136
9 C -1.827 -3.539 0.671  0.0192
10 C -3.076 -2.990 1.290  0.0201
11 C -4.075 -2.388 0.311  -0.0148
12 C -2.690 -1.975 2.384  0.0048
13 C -0.775 -2.784 -0.004  0.0745
14 N -1.028 -1.393 -0.220  -0.2104
15 C -1.725 -0.897 -1.385  0.0517
16 C -2.111 0.561 -1.187  0.6346
17 N -1.361 1.308 -0.312  0.2170
18 C -1.645 2.670 0.026  0.0067
19 C -0.661 3.648 -0.115  -0.0049
20 C -0.929 4.960 0.317  -0.0385
21 C -2.174 5.334 0.801  0.0468
22 C -3.183 4.397 0.727  -0.0354
23 C -2.975 3.077 0.287  -0.0066
24 C -4.290 2.207 0.532  0.0557
25 C -4.153 1.146 1.601  0.0210
26 C -5.090 1.738 -0.757  0.0402
27 C 0.792 3.632 -0.765  0.0281
28 C 0.985 2.699 -1.923  0.0105
29 C 1.855 3.462 0.336  -0.0244
30 H 2.787 -3.086 -2.942  0.0000
31 H 0.976 -3.276 -3.124  -0.0006
32 H 1.961 -4.523 -2.223  0.0003
33 H 1.422 -1.660 -1.196  0.0190
34 H 3.199 -3.917 -0.216  -0.0005
35 H 2.620 -2.673 0.845  -0.0021
36 H 3.635 -2.272 -0.508  0.0024
37 H 1.455 -5.249 -0.387  -0.0005
38 H -0.306 -6.436 1.063  0.0012
39 H -2.237 -5.461 1.737  0.0001
40 H -3.673 -3.801 1.744  0.0000
41 H -3.714 -1.352 0.037  0.0511
42 H -5.096 -2.268 0.741  -0.0022
43 H -4.171 -2.915 -0.651  0.0009
44 H -2.202 -1.088 1.948  0.0131
45 H -2.044 -2.410 3.132  0.0022
46 H -3.668 -1.644 2.793  -0.0002
47 H -2.588 -1.490 -1.737  0.0298
48 H -2.529 1.129 -1.981  -0.0578
49 H -0.254 5.810 0.215  0.0000
50 H -2.478 6.366 1.042  0.0033
51 H -4.107 4.712 1.146  -0.0003
52 H -4.956 2.951 1.065  -0.0003
53 H -3.570 0.258 1.336  -0.0103
54 H -5.155 0.758 1.857  -0.0037
55 H -3.748 1.545 2.543  -0.0007
56 H -4.651 0.878 -1.261  -0.0236
57 H -5.173 2.496 -1.567  0.0009
58 H -6.090 1.466 -0.406  -0.0026
59 H 0.950 4.610 -1.154  0.0025
60 H 0.925 1.699 -1.638  0.0056
61 H 2.077 2.862 -2.187  -0.0022
62 H 0.391 2.982 -2.795  -0.0046
63 H 1.839 2.437 0.814  0.0318
64 H 1.627 4.271 1.094  0.0018
65 H 2.873 3.591 -0.082  -0.0022
66 C -1.034 1.598 3.668  0.0103
67 Si 0.685 0.911 3.765  0.0082
68 C 0.493 -0.387 5.094  -0.0001
69 C 1.814 2.358 4.009  0.0004
70 N 1.114 0.251 2.276  -0.1170
71 C 2.434 0.043 2.016  -0.0877
72 C 3.339 -0.244 3.000  0.0190
73 C 4.691 -0.430 2.770  -0.0031
74 C 5.206 -0.350 1.462  0.0114
75 C 4.323 -0.057 0.431  -0.0074
76 C 3.000 0.152 0.737  0.0359
77 F 2.117 0.483 -0.261  0.0385
78 H -1.109 2.142 4.673  0.0006
79 H -1.870 0.957 3.504  0.0036
80 H -1.149 2.431 2.964  -0.0037
81 H -0.433 -0.112 5.684  -0.0003
82 H 1.286 -0.477 5.860  0.0000
83 H 0.421 -1.433 4.679  -0.0003
84 H 2.082 2.650 3.030  0.0009
85 H 2.737 1.997 4.531  0.0000
86 H 1.463 3.223 4.525  -0.0001
87 H 2.958 -0.451 3.966  -0.0002
88 H 5.330 -0.704 3.622  -0.0001
89 H 6.281 -0.415 1.256  0.0009
90 H 4.755 -0.024 -0.575  0.0001
91 N 4.924 0.049 -8.107  0.0062
92 C 4.024 -0.151 -7.409  -0.0012
93 C 3.050 -0.417 -6.380  0.0152
94 C 2.016 -1.253 -6.688  -0.0088
95 C 0.925 -1.359 -5.796  0.0219
96 C 0.890 -0.690 -4.562  -0.0071
97 C 1.974 0.204 -4.314  0.0145
98 C 3.067 0.327 -5.168  -0.0091
99 C -0.074 -0.827 -3.561  -0.0042
100 C -0.758 -0.833 -2.576  0.0981
101 H 1.974 -1.673 -7.694  -0.0004
102 H 0.096 -2.041 -6.025  0.0022
103 H 1.912 0.856 -3.455  0.0012
104 H 3.804 1.083 -4.933  -0.0004

Computed properties:
spin multiplicity: 5
net charge: -1
total energy: -3699.5215 Eh
orbital gap (spin up / spin down): 4.8 / 7.2 eV
LUMO level (spin up / spin down): 2.2228 / 2.1873 eV

Record 3
The following is a quantum chemistry calculation of a molecular structure, C23H39AsCrGeSi2, from the OMol25 dataset.

Last column: natural (NBO) charge in e.
Atoms and positions in Å:
1 Cr -0.973 0.576 1.412  0.6379
2 C -3.843 -1.894 0.986  -1.0932
3 Si -2.368 -1.102 0.030  0.8107
4 C -1.776 -2.697 -0.911  -1.1031
5 C -3.316 -0.162 -1.379  -0.4214
6 C -4.066 -0.829 -2.358  -0.1690
7 C -4.756 -0.148 -3.351  -0.2722
8 C -4.715 1.244 -3.380  -0.2532
9 C -3.988 1.920 -2.411  -0.2165
10 C -3.280 1.249 -1.405  -0.4067
11 Si -2.289 2.205 -0.041  0.8228
12 C -3.683 3.302 0.714  -1.0893
13 C -1.371 3.543 -1.093  -1.0903
14 H -4.516 -2.438 0.308  0.1882
15 H -4.424 -1.122 1.498  0.2147
16 H -3.475 -2.590 1.746  0.2084
17 H -2.608 -3.218 -1.401  0.1935
18 H -1.331 -3.397 -0.194  0.2088
19 H -1.024 -2.486 -1.678  0.1975
20 H -4.115 -1.915 -2.348  0.1761
21 H -5.324 -0.695 -4.098  0.1794
22 H -5.247 1.792 -4.152  0.1799
23 H -3.967 3.007 -2.442  0.1856
24 H -4.226 3.864 -0.057  0.1880
25 H -3.249 4.015 1.422  0.2087
26 H -4.403 2.690 1.264  0.2124
27 H -2.057 4.133 -1.716  0.1883
28 H -0.628 3.083 -1.754  0.2033
29 H -0.838 4.232 -0.430  0.2106
30 C 1.792 1.254 5.750  -1.0922
31 Ge 1.551 0.918 3.787  1.5935
32 C 2.269 2.579 2.947  -1.0965
33 C 3.054 -0.376 3.442  -1.0979
34 C -0.188 0.461 3.218  -1.5754
35 H 2.816 1.573 5.972  0.1929
36 H 1.579 0.347 6.322  0.2047
37 H 1.103 2.034 6.082  0.2095
38 H 3.350 2.693 3.093  0.1900
39 H 1.760 3.441 3.383  0.2119
40 H 2.049 2.578 1.877  0.2169
41 H 3.970 -0.047 3.945  0.1939
42 H 3.264 -0.453 2.372  0.1956
43 H 2.785 -1.371 3.805  0.2102
44 H -0.775 0.153 4.097  0.1651
45 C 2.843 0.995 -0.573  -0.9803
46 As 1.064 0.176 -0.311  0.9498
47 C 0.618 0.086 -2.220  -0.9698
48 C 1.640 -1.699 0.028  -0.7592
49 C 2.658 -2.260 -0.899  -0.0215
50 C 2.281 -2.927 -2.066  -0.2174
51 C 3.230 -3.426 -2.949  -0.2177
52 C 4.583 -3.271 -2.685  -0.2557
53 C 4.974 -2.615 -1.525  -0.2381
54 C 4.024 -2.116 -0.646  -0.1638
55 H 3.432 0.487 -1.339  0.2059
56 H 3.390 1.003 0.371  0.2268
57 H 2.669 2.030 -0.874  0.2227
58 H 1.352 -0.484 -2.793  0.2059
59 H 0.596 1.114 -2.587  0.2246
60 H -0.380 -0.338 -2.335  0.2441
61 H 0.710 -2.265 0.000  0.2549
62 H 1.980 -1.689 1.064  0.2501
63 H 1.224 -3.056 -2.274  0.2213
64 H 2.905 -3.938 -3.847  0.1982
65 H 5.324 -3.660 -3.373  0.1937
66 H 6.027 -2.489 -1.300  0.1964
67 H 4.336 -1.608 0.259  0.2070

Computed properties:
spin multiplicity: 5
net charge: -2
total energy: -6835.8463 Eh
orbital gap (spin up / spin down): 4.2 / 4.6 eV
LUMO level (spin up / spin down): 4.4820 / 4.4784 eV

Record 4
The following is a quantum chemistry calculation of C12H15NSe in the gas phase, from the OMol25 dataset.

Last column: natural (NBO) charge in e.
Atoms and positions in Å:
1 C -0.418 -0.065 1.259  0.4330
2 C 2.826 1.744 -0.078  -0.2535
3 C 2.513 1.337 1.178  -0.1061
4 C 2.909 0.788 -1.094  -0.1359
5 C 2.036 0.017 1.560  -0.2146
6 C 2.574 -0.490 -0.834  -0.2780
7 C 2.217 -0.973 0.451  -0.1092
8 C -1.282 1.480 -1.160  -0.5919
9 C -2.435 -2.064 -0.657  -0.5950
10 C -2.145 0.911 -0.111  -0.4181
11 C -2.278 -1.475 0.713  -0.4051
12 C -1.573 -0.189 0.696  -0.1787
13 N 0.557 0.134 1.954  -0.4153
14 Se 1.503 -2.637 0.551  0.0457
15 H 3.151 2.732 -0.298  0.2199
16 H 2.338 2.184 1.870  0.2189
17 H 3.162 1.165 -2.145  0.2220
18 H 2.656 -0.291 2.408  0.2511
19 H 2.522 -1.144 -1.604  0.2211
20 H -1.135 0.607 -1.930  0.1985
21 H -1.527 2.421 -1.637  0.2197
22 H -0.264 1.591 -0.691  0.2064
23 H -3.300 -2.707 -0.696  0.2102
24 H -1.642 -2.748 -0.889  0.2148
25 H -2.436 -1.181 -1.421  0.1978
26 H -2.422 1.767 0.548  0.2069
27 H -3.077 0.581 -0.415  0.2098
28 H -3.217 -1.276 1.139  0.2016
29 H -1.811 -2.217 1.333  0.2241

Computed properties:
structure (SMILES): CCC(=C=N[C@@H]1C=CC=CC1=[Se])CC
total energy: -2922.2853 Eh
orbital gap (spin up / spin down): 6.6 / 6.6 eV
LUMO level (spin up / spin down): -1.4195 / -1.4230 eV

Record 5
The following is a quantum chemistry calculation of CH3FO2 in the gas phase, from the OMol25 dataset.

Last column: natural (NBO) charge in e.
Atoms and positions in Å:
1 C 0.575 0.545 0.063  0.2749
2 O -1.407 -0.772 0.283  -0.3432
3 O -0.547 0.068 -0.524  -0.3055
4 F 1.574 -0.673 0.047  -0.4138
5 H 0.960 1.422 -0.691  0.1655
6 H 0.543 0.958 1.133  0.1746
7 H -1.697 -1.548 -0.311  0.4474

Computed properties:
spin multiplicity: 3
total energy: -289.9392 Eh
orbital gap (spin up / spin down): 7.4 / 9.0 eV
LUMO level (spin up / spin down): 0.8773 / -2.5680 eV

Which value of total energy does entry 5 give?
-289.9392 Eh